No. 1
ORCA calculation (ωB97M-V/def2-TZVPD) on a cluster of 2 separate species, C5H11NO2 in total at a distorted geometry.

Positions of all 19 atoms, in Å:
C (1.51190, 0.63218, 0.11270)
C (-1.34505, 1.47185, -0.10068)
C (-0.74368, -0.71925, -1.15445)
C (-1.21720, -0.58609, 1.47899)
C (-0.91248, 0.09162, 0.11437)
N (2.02686, -0.57319, -0.06223)
O (1.99420, 1.72458, 0.01179)
O (3.45222, -0.88389, 0.03959)
H (-0.70011, 2.12105, 0.53000)
H (-2.21725, 1.75123, 0.37827)
H (-1.26011, 1.82423, -1.11621)
H (-1.71874, -0.74678, -1.75617)
H (-0.66154, -1.71343, -0.93754)
H (0.02944, -0.51175, -1.85724)
H (-0.79966, -1.63759, 1.36386)
H (-0.64390, 0.07188, 2.28404)
H (-2.37356, -0.63860, 1.51108)
H (1.65689, -1.45516, -0.28107)
H (3.92179, -0.22288, -0.55910)

Calculated values
Multiplicity: 1
ΔE to the lowest compared entry with this formula, charge and spin in kcal/mol: 141.24
Largest force on an atom in eV Å⁻¹: 3.260
LUMO energy (spin up / spin down) in eV: 0.4 / 0.6
Gap between HOMO and LUMO (spin up / spin down) in eV: 7.71 / 8.28

Results of the natural (NBO) charge analysis, in e, for atoms 1 through 5:
1. C 0.62
2. C -0.71
3. C -0.68
4. C -0.68
5. C 0.13



No. 2
ORCA calculation (ωB97M-V/def2-TZVPD) on an isolated molecule of C4H10N2O at a distorted geometry.

Positions of all 17 atoms, in Å:
C (3.03768, 0.03589, -0.25280)
C (1.52592, 0.43919, -0.02709)
N (0.79640, -0.80804, 0.33571)
C (-0.47685, -0.87797, 0.21429)
N (-1.36958, 0.09653, -0.31063)
C (-2.82816, -0.33124, -0.22976)
O (-1.22518, 1.36114, 0.15063)
H (3.60335, 0.92762, -0.71842)
H (3.01702, -0.92004, -0.84313)
H (3.48937, -0.13170, 0.79809)
H (1.38901, 1.02506, 0.90571)
H (1.07219, 0.95845, -0.84718)
H (-0.88729, -1.90511, 0.34958)
H (-2.95218, -1.32335, -0.49004)
H (-3.45236, 0.26496, -0.97100)
H (-3.28789, -0.15526, 0.79299)
H (-1.45145, 1.34387, 1.14306)

Calculated values
SMILES: CC/N=C\N(C)O
Multiplicity: 1
ΔE to the lowest compared entry with this formula, charge and spin in kcal/mol: 96.39
Largest force on an atom in eV Å⁻¹: 3.501
LUMO energy in eV: 0.7
Gap between HOMO and LUMO in eV: 9.65

Results of the natural (NBO) charge analysis, in e, for atoms 1 through 5:
1. C -0.62
2. C -0.26
3. N -0.44
4. C 0.21
5. N -0.16



No. 3
ORCA calculation (ωB97M-V/def2-TZVPD) on an isolated molecule of O2 at a distorted geometry.

Positions of all 2 atoms, in Å:
O (-0.12020, -0.72390, 0.35804)
O (0.12020, 0.72390, -0.35804)

Calculated values
SMILES: O=O
Multiplicity: 1
ΔE to the lowest compared entry with this formula, charge and spin in kcal/mol: 80.33
Largest force on an atom in eV Å⁻¹: 10.268
LUMO energy in eV: -4.8
Gap between HOMO and LUMO in eV: 7.56

Atom-resolved charges from natural (NBO), all expressed in e:
1. O 0.00
2. O 0.00



No. 4
ORCA calculation (ωB97M-V/def2-TZVPD) on a structure of composition C27H51BNO2Si5Ta at a distorted geometry.

Positions of all 88 atoms, in Å:
Ta (0.16172, 0.23928, 0.06935)
C (-1.57743, 1.67214, 2.89325)
Si (-2.30720, 0.10473, 2.17240)
C (-3.54436, 0.65486, 0.89536)
C (-3.21312, -0.81132, 3.50456)
C (-0.88907, -1.00062, 1.38745)
Si (-1.62286, -2.73032, 0.84924)
C (-1.73628, -3.86621, 2.31529)
C (-0.46307, -3.50402, -0.39523)
C (-3.33943, -2.57714, 0.15011)
Si (0.50756, -1.35535, 2.62999)
C (0.05253, -1.81505, 4.35972)
C (1.76767, -2.51352, 1.92662)
C (1.41188, 0.31486, 2.72082)
C (2.07896, 0.82915, 3.81760)
C (2.61681, 2.10850, 3.77392)
C (2.49061, 2.86992, 2.61877)
C (1.84703, 2.32541, 1.53532)
N (1.31932, 1.07645, 1.58851)
H (-2.40276, 2.20103, 3.37931)
H (-1.18095, 2.35528, 2.13569)
H (-0.80455, 1.51732, 3.65006)
H (-4.07065, 1.52378, 1.30262)
H (-4.29480, -0.10844, 0.69258)
H (-3.12476, 0.96239, -0.06161)
H (-3.83687, -0.08296, 4.03109)
H (-2.57122, -1.29289, 4.24130)
H (-3.87826, -1.57049, 3.08799)
H (-0.76376, -4.20283, 2.68222)
H (-2.28078, -4.76057, 1.99501)
H (-2.29252, -3.43262, 3.14731)
H (0.16596, -4.26396, 0.07498)
H (0.20396, -2.79219, -0.88191)
H (-1.03512, -4.00796, -1.17894)
H (-4.07820, -2.51838, 0.95355)
H (-3.54948, -3.49444, -0.40898)
H (-3.50960, -1.73491, -0.51464)
H (-0.65133, -2.64392, 4.39634)
H (-0.37973, -0.97835, 4.91286)
H (0.96355, -2.13418, 4.87494)
H (1.40289, -3.54242, 1.89406)
H (2.65793, -2.50012, 2.56243)
H (2.08087, -2.24875, 0.91436)
H (2.16376, 0.23082, 4.71578)
H (3.12435, 2.51665, 4.63928)
H (2.88777, 3.87330, 2.55590)
H (1.73697, 2.86657, 0.60614)
O (0.32541, 2.85482, -1.14321)
B (-0.78569, 2.13970, -0.69401)
O (-1.95166, 2.82724, -0.85961)
C (-1.57787, 4.02633, -1.46753)
C (-2.39081, 5.06128, -1.86892)
C (-1.74467, 6.13833, -2.46714)
C (-0.36045, 6.16059, -2.64820)
C (0.44592, 5.10505, -2.23400)
C (-0.21361, 4.05391, -1.64233)
H (-3.46228, 5.03488, -1.72694)
H (-2.33149, 6.98170, -2.80430)
H (0.09663, 7.01727, -3.12446)
H (1.51808, 5.11071, -2.37247)
C (3.14102, -2.60329, -1.66203)
Si (2.93235, -0.76290, -1.72114)
C (3.65012, -0.06627, -3.27559)
C (3.81298, 0.03529, -0.27521)
C (1.05461, -0.22844, -1.66941)
Si (0.02780, -0.88908, -3.17331)
C (0.23853, 0.37626, -4.50868)
C (0.52308, -2.55673, -3.80494)
C (-1.74386, -0.87506, -2.59967)
H (4.17011, -2.81974, -1.35994)
H (2.99673, -3.03996, -2.65125)
H (2.47634, -3.12827, -0.97638)
H (4.72693, -0.25781, -3.28018)
H (3.50178, 1.01390, -3.35239)
H (3.23221, -0.53036, -4.17110)
H (4.89182, 0.00401, -0.45556)
H (3.64354, -0.46968, 0.67994)
H (3.55077, 1.09118, -0.17104)
H (1.12351, 0.85877, -1.91574)
H (1.26688, 0.44447, -4.86559)
H (-0.07411, 1.37342, -4.18536)
H (-0.38684, 0.09671, -5.36168)
H (1.44114, -2.49138, -4.39393)
H (-0.26718, -2.89275, -4.48380)
H (0.66015, -3.32624, -3.04971)
H (-2.03918, 0.09082, -2.16804)
H (-1.93515, -1.66477, -1.87267)
H (-2.42753, -1.05245, -3.43522)

Calculated values
Multiplicity: 1
ΔE to the lowest compared entry with this formula, charge and spin in kcal/mol: 3.97
Largest force on an atom in eV Å⁻¹: 1.263
LUMO energy in eV: -7.4
Total charge: +2
Gap between HOMO and LUMO in eV: 6.61

Results of the natural (NBO) charge analysis, in e, for atoms 1 through 5:
1. Ta 2.03
2. C -1.14
3. Si 1.74
4. C -1.14
5. C -1.14



No. 5
ORCA calculation (ωB97M-V/def2-TZVPD) on a structure of composition C3H5B at a distorted geometry.

Positions of all 9 atoms, in Å:
B (0.39851, 0.85993, 1.19628)
C (-0.55575, 1.14732, -0.05066)
C (0.81744, -0.93257, 0.20862)
C (-0.33419, -0.30500, 0.05050)
H (-1.55359, 1.40956, 0.20615)
H (0.09445, 1.78142, -0.76345)
H (1.67954, -0.37453, -0.08012)
H (0.74527, -2.00017, 0.46367)
H (-1.28231, -0.82213, 0.24639)

Calculated values
Expectation value of S²: 2.006
Multiplicity: 3
ΔE to the lowest compared entry with this formula, charge and spin in kcal/mol: 0.00
Largest force on an atom in eV Å⁻¹: 3.949
LUMO energy (spin up / spin down) in eV: 1.1 / -0.7
Gap between HOMO and LUMO (spin up / spin down) in eV: 7.34 / 9.21

Results of the natural (NBO) charge analysis, in e, for atoms 1 through 5:
1. B 0.30
2. C -0.79
3. C -0.46
4. C -0.24
5. H 0.24